# 1
Here is ClZn2 as an isolated structure from the OMol25 dataset. Energies are from wB97M-V/def2-TZVPD.

Each line ends with the Mulliken charge.
CARTESIAN COORDINATES (ANGSTROEM)
1 Zn -1.21436 -1.40449 0.26683  1.438
2 Zn 0.49669 1.75023 0.46131  1.440
3 Cl 0.71767 -0.34574 -0.72814  0.123

Computed properties:
highest occupied orbital energy: -27.85 eV
total charge: +3
relative energy (zero: lowest compared OMol25 entry of this formula, charge and spin): 59.5 kJ/mol

---

# 2
Here is CoH10O6 as an isolated structure from the OMol25 dataset. Energies are from wB97M-V/def2-TZVPD.

Each line ends with the Löwdin spin population.
CARTESIAN COORDINATES (ANGSTROEM)
1 Co 0.32277 -0.15142 0.00730  2.718
2 O 1.64746 0.09542 1.46402  0.075
3 H 1.50768 0.93239 1.90841  0.005
4 O 1.58689 -1.16523 -1.23919  0.095
5 H 1.14387 -0.83833 -2.02556  0.004
6 O -1.17012 -0.56292 -1.46882  0.019
7 H -1.46868 -1.44862 -1.71259  0.002
8 H -1.60162 0.03883 -2.09016  0.002
9 O 0.80981 1.70689 -0.93199  0.023
10 H 0.28715 2.51653 -0.98830  0.002
11 H 1.72495 1.96569 -1.10383  0.002
12 O -0.26473 -1.78757 1.15862  0.025
13 H -0.57668 -2.69915 1.13041  0.004
14 H 0.43835 -1.76189 1.83798  0.000
15 O -1.14085 0.97310 1.14531  0.020
16 H -2.05711 0.94427 0.83706  0.002
17 H -1.18915 1.24202 2.07131  0.001

Computed properties:
multiplicity: 4
highest occupied orbital energy (alpha / beta): -7.21 / -7.07 eV
total charge: 0

---

# 3
Here is Cr2F4H32O20P2 as an isolated structure from the OMol25 dataset. Energies are from wB97M-V/def2-TZVPD.

Each line ends with the Löwdin spin population.
CARTESIAN COORDINATES (ANGSTROEM)
1 Cr 0.69525 12.41159 23.24075  2.956
2 Cr -4.60889 12.40659 25.69733  2.973
3 O -1.24815 12.09230 22.67618  -0.003
4 P -2.80802 12.05628 22.59890  0.004
5 O -3.77030 12.13076 23.82120  -0.025
6 F -3.28815 10.86688 21.66760  -0.006
7 F -3.21940 13.29598 21.64300  -0.001
8 O -2.62130 12.51616 25.98258  0.022
9 P -1.13683 12.75863 26.15979  0.012
10 O -0.22596 12.37843 24.96572  0.019
11 F -0.60678 11.87581 27.48345  0.000
12 F -0.97698 14.29108 26.60040  0.001
13 O -6.14275 9.70102 22.46272  -0.001
14 H -5.40461 9.17912 22.77736  0.000
15 H -6.32771 9.35356 21.59020  0.000
16 O -3.63452 9.70833 19.21526  -0.002
17 H -3.60739 10.48612 18.65799  0.000
18 H -3.95279 10.02877 20.05922  0.000
19 O 0.34014 10.91570 20.92794  0.004
20 H 0.15290 11.08734 20.00505  0.000
21 H 0.91168 10.14793 20.91810  0.000
22 O 0.86890 10.24581 23.49084  0.006
23 H 1.69935 9.77573 23.56573  0.000
24 H 0.20162 9.56011 23.51881  0.000
25 O -2.50301 9.84586 25.15520  0.003
26 H -1.89139 9.49019 25.79991  0.000
27 H -3.01326 9.08951 24.86570  0.000
28 O -4.41103 12.39590 18.88608  0.000
29 H -3.92941 13.05493 18.38612  0.000
30 H -4.31065 12.66639 19.79877  0.000
31 O -1.02187 14.67118 23.62691  0.010
32 H -1.43170 15.07871 22.86389  0.000
33 H -1.06164 15.34262 24.30795  0.000
34 O -2.26332 15.86406 21.55956  0.000
35 H -2.27017 16.78330 21.29276  0.000
36 H -3.14953 15.70132 21.88264  0.000
37 O -5.43660 10.65020 24.94295  0.008
38 H -5.76338 10.51771 24.05306  0.001
39 H -5.47410 9.78194 25.34413  0.001
40 O -4.82401 15.67418 22.25913  0.000
41 H -5.39939 15.40122 21.54452  0.000
42 H -5.30065 16.38102 22.69436  0.000
43 O -1.29344 13.80832 19.57613  0.000
44 H -2.01710 13.94558 20.18744  0.000
45 H -1.21769 14.63746 19.10387  0.000
46 O 0.66174 13.84175 21.63471  -0.001
47 H 1.05148 14.69283 21.43473  0.002
48 H 0.04803 13.68428 20.91721  0.001
49 O -3.63280 14.90357 24.85091  0.005
50 H -3.96243 15.20382 24.00390  0.000
51 H -3.06454 15.61246 25.15225  0.000
52 O -2.76984 7.59872 20.96770  0.000
53 H -2.64554 8.48472 20.62742  0.000
54 H -1.92555 7.37038 21.35664  0.000
55 O -5.84157 13.56039 24.56819  0.008
56 H -6.16662 13.33736 23.69593  0.001
57 H -6.48660 14.17719 24.91420  0.002
58 O -4.04809 8.08386 23.62282  0.000
59 H -3.61577 8.24003 22.78321  0.000
60 H -3.86624 7.16482 23.81911  0.000

Computed properties:
multiplicity: 7
highest occupied orbital energy (alpha / beta): -20.26 / -20.28 eV
total charge: +4

---

# 4
Here is CsF10K3N5O20S10 as an isolated structure from the OMol25 dataset. Energies are from wB97M-V/def2-TZVPD.

Each line ends with the Mulliken charge.
CARTESIAN COORDINATES (ANGSTROEM)
1 K -2.87323 -3.48381 -0.78077  1.018
2 K 3.47151 -1.09062 -2.72457  0.918
3 K 1.60606 -0.30757 4.62964  0.942
4 Cs 0.75223 -1.21723 0.48578  0.884
5 N 1.95772 3.79030 0.88199  -0.454
6 S 0.54127 3.36496 1.32165  1.115
7 O 0.27879 1.98752 1.61128  -0.361
8 O -0.58157 4.24908 0.95467  -0.568
9 F 0.77117 3.87372 2.83186  -0.376
10 S 1.64197 3.09022 -0.62949  1.096
11 O 1.02161 3.93791 -1.68895  -0.583
12 O 1.40864 1.66728 -0.75522  -0.428
13 F 3.16028 3.09879 -1.01165  -0.293
14 N 1.07074 -2.00735 -2.57646  0.061
15 S -0.26588 -1.67847 -3.20794  0.599
16 O -1.44484 -1.74022 -2.36125  -0.401
17 O -0.35606 -1.80924 -4.68390  -0.575
18 F -0.07087 -0.08877 -3.04948  -0.251
19 S 0.68736 -3.67430 -2.63959  0.896
20 O 0.87784 -4.36119 -3.90816  -0.562
21 O -0.26177 -4.24860 -1.67171  -0.530
22 F 2.04335 -4.10967 -1.89440  -0.274
23 N -2.62829 3.33584 -3.25786  -0.237
24 S -3.02970 4.68450 -2.84890  1.016
25 O -2.36586 5.33054 -1.74460  -0.531
26 O -4.43027 5.02829 -3.26850  -0.680
27 F -2.15137 5.33921 -4.00564  -0.325
28 S -3.03975 2.58101 -1.71417  0.905
29 O -4.15746 3.09097 -0.92854  -0.551
30 O -1.87025 2.15389 -0.94314  -0.236
31 F -3.61550 1.15148 -2.27921  -0.317
32 N -2.22509 -2.30052 1.61456  -0.050
33 S -1.81174 -2.47186 3.06978  0.673
34 O -2.82393 -3.11996 3.88576  -0.620
35 O -0.85727 -1.50533 3.73218  -0.419
36 F -0.75719 -3.68661 2.70082  -0.313
37 S -3.34878 -1.07633 1.99278  1.050
38 O -2.75909 0.17789 2.53457  -0.486
39 O -4.72076 -1.52059 2.27613  -0.580
40 F -3.54153 -0.72593 0.42525  -0.232
41 N 2.98688 -1.38540 2.58031  0.061
42 S 3.49633 -2.73295 2.66347  0.876
43 O 4.39771 -3.09146 3.75905  -0.649
44 O 3.53945 -3.48551 1.36675  -0.518
45 F 2.07744 -3.19400 3.30199  -0.281
46 S 4.31862 -0.80495 1.64055  0.817
47 O 4.04241 -0.65435 0.22783  -0.422
48 O 5.70589 -1.08348 1.97874  -0.551
49 F 4.13281 0.72290 2.10672  -0.272

Computed properties:
highest occupied orbital energy: -5.75 eV
total charge: -1

---

no.,maximum force (hartree/bohr),calculated total energy (eV)
1,0.0469,-109317.4172
2,0.0537,-50073.3412
3,0.1173,-127725.4024
4,0.2543,-233447.1494